1.
DFT (the ωB97M-V functional and the def2-TZVPD basis) results for a gas-phase ion, C3HF2O2S (charge -1) in a non-equilibrium geometry.

Calculated values
LUMO	3.46	eV
calculated total energy	-23490.8189	eV
charge	-1
F_max	4.3	eV Å⁻¹
orbital gap	0.3068	hartree
relative energy (zero: lowest compared OMol25 entry of this formula, charge and spin)	42.2	kJ/mol

Structure (XYZ):
```
9
Properties=species:S:1:pos:R:3:forces:R:3
C -1.951 1.115 0.121 2.2 -0.2 0.5
C -0.969 0.506 0.513 -4.0 1.5 -0.4
C 0.118 -0.305 0.764 3.0 -0.7 0.3
O 2.178 -1.334 -0.409 0.0 0.8 -0.6
O 0.588 -0.750 1.780 -0.8 0.3 -0.5
F 1.723 1.271 -0.811 -0.3 -0.8 0.4
F -0.262 -1.915 -0.786 -0.1 0.2 -0.1
S 1.055 -0.512 -0.861 0.5 -0.9 0.4
H -2.481 1.924 -0.312 -0.6 -0.1 -0.1
```
Positions in Å, forces in eV/Å.

***

2.
DFT (the ωB97M-V functional and the def2-TZVPD basis) results for 2 unconnected molecules or ions with the total composition C4H8NO3 in a non-equilibrium geometry.

Calculated values
LUMO	4.07	eV
calculated total energy	-11912.9747	eV
charge	-1
F_max	1.7	eV Å⁻¹
orbital gap	0.3214	hartree
relative energy (zero: lowest compared OMol25 entry of this formula, charge and spin)	30.8	kJ/mol

Structure (XYZ):
```
16
Properties=species:S:1:pos:R:3:forces:R:3
C -1.912 0.455 -2.436 0.1 -0.8 0.0
C -1.066 -0.210 -1.328 -0.3 0.0 0.0
O -1.457 -0.035 -0.152 -0.2 0.1 -0.1
O -0.055 -0.852 -1.692 0.3 -0.1 0.0
H -1.919 1.527 -2.237 0.0 0.0 -0.5
H -2.925 0.073 -2.411 -0.4 0.1 0.5
H -1.563 0.104 -3.411 0.4 0.8 0.0
C 0.408 0.012 2.197 -1.5 -0.3 0.8
C 1.823 -0.104 1.757 0.9 -0.3 -1.2
O 2.787 -0.306 2.485 -0.3 0.2 0.4
N 1.993 -0.019 0.388 -1.0 -0.2 0.4
H 2.820 -0.472 0.043 0.3 0.1 0.1
H 1.159 -0.258 -0.164 0.2 0.1 -0.2
H -0.024 1.012 2.258 0.6 0.2 -0.1
H 0.239 -0.447 3.171 0.5 0.1 0.2
H -0.308 -0.478 1.530 0.4 0.0 -0.4
```
Positions in Å, forces in eV/Å.

***

What is the F_max in the first record?
4.3 eV Å⁻¹

***

What is the formula in the second record?
C4H8NO3

***

Copy entry 1 word for word.
DFT (the ωB97M-V functional and the def2-TZVPD basis) results for a gas-phase ion, C3HF2O2S (charge -1) in a non-equilibrium geometry.

Calculated values
LUMO	3.46	eV
calculated total energy	-23490.8189	eV
charge	-1
F_max	4.3	eV Å⁻¹
orbital gap	0.3068	hartree
relative energy (zero: lowest compared OMol25 entry of this formula, charge and spin)	42.2	kJ/mol

Structure (XYZ):
```
9
Properties=species:S:1:pos:R:3:forces:R:3
C -1.951 1.115 0.121 2.2 -0.2 0.5
C -0.969 0.506 0.513 -4.0 1.5 -0.4
C 0.118 -0.305 0.764 3.0 -0.7 0.3
O 2.178 -1.334 -0.409 0.0 0.8 -0.6
O 0.588 -0.750 1.780 -0.8 0.3 -0.5
F 1.723 1.271 -0.811 -0.3 -0.8 0.4
F -0.262 -1.915 -0.786 -0.1 0.2 -0.1
S 1.055 -0.512 -0.861 0.5 -0.9 0.4
H -2.481 1.924 -0.312 -0.6 -0.1 -0.1
```
Positions in Å, forces in eV/Å.

***

calculated total energy of number 2 (C4H8NO3)?
-11912.9747 eV